{"formula": "C14H35N4O7", "method": "the ωB97M-V functional and the def2-TZVPD basis", "charge": 1, "orbital_gap_ev": 5.490, "fmax_ev_per_a": 6.99, "mol_weight_g_mol": 371.5, "symbols": ["N", "C", "N", "C", "N", "O", "N", "H", "H", "H", "H", "H", "C", "O", "C", "C", "O", "C", "H", "H", "H", "H", "H", "H", "H", "H", "H", "H", "C", "O", "C", "C", "O", "C", "H", "H", "H", "H", "H", "H", "H", "H", "H", "H", "C", "O", "C", "C", "O", "C", "H", "H", "H", "H", "H", "H", "H", "H", "H", "H"], "positions_angstrom": [[-1.048848, -4.664162, 5.220497], [-2.315311, -4.139324, 5.101411], [-2.794647, -2.721958, 5.374206], [-4.281135, -2.824291, 5.097864], [-4.536562, -4.256076, 4.653067], [-5.663018, -4.905568, 4.311860], [-3.417159, -5.082706, 4.640576], [-0.845596, -5.555641, 4.716928], [-0.370798, -4.173156, 5.876533], [-5.133402, -1.999711, 5.190565], [-5.874567, -5.560191, 5.065068], [-3.339737, -6.105787, 4.397139], [0.959227, -3.504490, -1.201485], [0.088682, -2.811156, -0.314399], [-0.852600, -3.685285, 0.314818], [-0.426928, -4.023511, 1.748269], [0.769273, -4.806756, 1.763061], [1.921316, -4.027037, 2.072692], [1.795349, -2.844098, -1.447395], [1.359127, -4.417376, -0.753159], [0.424249, -3.750877, -2.123813], [-0.998533, -4.596329, -0.277482], [-1.809243, -3.152420, 0.349786], [-1.211190, -4.630810, 2.212002], [-0.308473, -3.116171, 2.349458], [1.937982, -3.806476, 3.144942], [1.949541, -3.095277, 1.502674], [2.809147, -4.615395, 1.822283], [3.992895, 0.129064, -0.874186], [3.209916, -0.242098, -2.003197], [1.871834, 0.256982, -1.922671], [1.688714, 1.503706, -2.795896], [2.452174, 2.604282, -2.295449], [3.656720, 2.804278, -3.030369], [5.044272, -0.057769, -1.109532], [3.876490, 1.186581, -0.624415], [3.711789, -0.485756, -0.013621], [1.591073, 0.460577, -0.882557], [1.213007, -0.533771, -2.298158], [0.636283, 1.803850, -2.760837], [1.941236, 1.294643, -3.840526], [3.426566, 3.276314, -3.991022], [4.193878, 1.867572, -3.197514], [4.300078, 3.476651, -2.454940], [-2.440177, 6.487741, -1.143602], [-1.030683, 6.665482, -1.058645], [-0.324749, 5.421746, -1.087033], [0.266289, 5.148139, -2.474906], [-0.763002, 4.933379, -3.443940], [-0.992616, 6.084740, -4.251827], [-2.894992, 7.456093, -1.369713], [-2.717664, 5.782451, -1.930904], [-2.825059, 6.135891, -0.181488], [-0.970884, 4.596557, -0.765028], [0.496398, 5.504191, -0.366440], [0.857088, 4.227431, -2.428221], [0.934485, 5.957708, -2.786092], [-0.187706, 6.183557, -4.987354], [-1.061497, 6.996597, -3.653774], [-1.938304, 5.945222, -4.784108]], "forces_ev_per_angstrom": [[-1.3910, 1.4571, 0.4870], [-2.4113, -0.1146, -0.4645], [-4.0123, -5.3727, -1.9585], [3.7317, -4.5484, -0.3914], [0.9464, 3.0303, 1.1222], [-1.0328, -0.7801, 1.1624], [3.5958, 5.0778, 1.9790], [0.1125, 1.3128, 0.9453], [-1.1038, -1.0738, -1.5758], [2.1069, -2.1539, -0.3323], [0.2356, 1.4135, -1.2507], [-0.7003, 1.7447, 0.2249], [0.1357, 0.1616, -0.1769], [-0.2037, -0.5800, 0.3677], [0.2455, 0.6108, 0.1778], [0.2694, -0.4216, -0.5883], [-0.2460, 0.4544, 0.1381], [0.1393, -0.2092, -0.0432], [-0.1699, 0.0093, 0.0576], [-0.0613, 0.0190, 0.0090], [0.0693, -0.0883, -0.0107], [0.1035, 0.0298, 0.1282], [0.0042, -0.0340, 0.0218], [-0.1460, -0.0557, -0.0295], [0.0442, 0.0606, -0.1117], [0.0761, 0.1235, 0.0062], [-0.0638, -0.0434, 0.0309], [-0.2288, 0.0209, 0.0535], [0.0962, -0.1404, -0.1924], [-0.1693, 0.3111, 0.3375], [0.2010, 0.0235, -0.6307], [-0.0569, 0.0447, 0.6628], [0.2371, -0.4806, -0.2591], [-0.0473, 0.2266, 0.1306], [-0.1815, -0.0467, -0.0434], [-0.0531, -0.0366, -0.0202], [0.0197, 0.0625, 0.1218], [0.0632, 0.0720, -0.0946], [-0.0170, 0.0714, 0.0229], [-0.0091, -0.0342, -0.0248], [0.0676, -0.0545, 0.0983], [0.0973, -0.0579, -0.0413], [-0.0713, 0.0052, -0.0042], [-0.1898, -0.0710, -0.0403], [0.1410, 0.2242, 0.0476], [-0.2480, -0.4562, -0.1309], [0.3703, 0.5353, -0.3594], [-0.4248, -0.5487, 0.2987], [0.0858, 0.4965, 0.0710], [-0.1087, -0.2740, -0.0509], [0.1525, -0.0853, 0.0771], [0.0543, -0.0144, 0.0230], [-0.1116, -0.0602, -0.0186], [0.0005, 0.0495, -0.1353], [-0.0212, -0.0353, -0.0533], [0.0024, 0.1510, 0.0547], [-0.1099, 0.0618, 0.0758], [-0.0177, 0.1287, -0.0031], [0.0467, -0.0411, 0.0143], [0.1564, -0.0770, 0.0878]]}